No. 1
C6H4N2 | ωB97M-V with the def2-TZVPD basis set

Last column: natural (NBO) charge in e.
Positions of all 12 atoms, in Å:
C1 0.90 -0.78 -1.35  0.13
C2 -1.13 0.11 -1.26  0.08
C3 -0.65 0.29 -0.04  -0.21
C4 -0.87 0.79 1.36  0.14
C5 1.11 -0.11 1.25  0.10
C6 0.63 -0.30 0.03  -0.22
H1 1.83 -1.21 -1.70  0.21
H2 -2.12 0.35 -1.63  0.21
H3 -1.80 1.23 1.71  0.20
H4 2.09 -0.39 1.59  0.21
N1 -0.14 -0.55 -2.11  -0.43
N2 0.14 0.57 2.15  -0.42

For the relative energy (zero: lowest compared OMol25 entry of this formula, charge and spin), the calculation gives 171.3 kJ/mol. The calculation puts the HOMO energy at -9.6 eV. The net charge is 0. As for the structure (SMILES): C1=NC=C2C=NC=C12. The value obtained for the orbital gap is 8.2 eV.



No. 2
C6H4N5O5Pb | ωB97M-V with the def2-TZVPD basis set

Last column: natural (NBO) charge in e.
Positions of all 21 atoms, in Å:
O1 3.52 -0.70 -2.57  -0.44
C1 2.51 -0.93 -2.07  0.45
Pb1 -2.16 -0.18 -0.45  1.15
O2 0.16 2.59 -1.43  -0.33
C2 -0.41 1.64 -1.15  0.47
C3 -3.96 0.80 1.00  0.48
O3 -4.75 0.96 1.82  -0.26
C4 -2.55 -2.51 -0.07  0.18
O4 -3.10 -3.54 0.06  -0.17
C5 -3.38 -0.18 -2.60  0.48
O5 -3.93 -0.27 -3.59  -0.24
H1 -1.41 -2.40 -0.46  0.19
N1 3.78 1.04 0.88  -0.17
N2 2.42 0.82 1.08  0.17
N3 2.03 0.35 2.29  -0.15
C6 0.84 -0.19 2.00  0.20
N4 0.53 -0.10 0.69  -0.25
N5 1.60 0.43 0.08  0.03
H2 3.93 1.52 0.00  0.45
H3 4.16 1.49 1.71  0.47
H4 0.20 -0.64 2.76  0.28

For the relative energy (zero: lowest compared OMol25 entry of this formula, charge and spin), the calculation gives 34.9 kJ/mol. The calculation puts the HOMO energy (alpha / beta) at -21.8 / -20.6 eV. The net charge is +3. The value obtained for the orbital gap (alpha / beta) is 8.5 / 4.8 eV.



No. 3
C6H4O | ωB97M-V with the def2-TZVPD basis set

Last column: natural (NBO) charge in e.
Positions of all 11 atoms, in Å:
C1 2.26 0.86 0.41  -0.70
C2 0.95 0.22 0.34  0.14
C3 -0.12 -0.33 0.29  -0.17
C4 -1.38 -1.04 0.17  0.52
O1 -1.63 -2.06 0.76  -0.47
C5 -2.64 0.84 -0.86  0.32
C6 -2.38 -0.44 -0.79  -0.69
H1 3.05 0.12 0.24  0.25
H2 2.42 1.30 1.40  0.25
H3 2.35 1.65 -0.34  0.25
H4 -3.00 -1.13 -1.36  0.31

For the relative energy (zero: lowest compared OMol25 entry of this formula, charge and spin), the calculation gives 399.3 kJ/mol. The calculation puts the HOMO energy at -10.5 eV. The net charge is 0. The value obtained for the orbital gap is 9.5 eV.



No. 4
C6H4O | ωB97M-V with the def2-TZVPD basis set

Last column: natural (NBO) charge in e.
Positions of all 11 atoms, in Å:
C1 0.17 -0.78 2.95  -0.15
C2 0.03 -0.45 1.80  -0.08
C3 -0.11 -0.07 0.43  0.17
C4 0.78 0.19 -0.53  -0.20
C5 -0.01 0.49 -1.76  -0.63
C6 -1.47 0.39 -1.35  0.30
O1 -1.44 0.06 -0.07  -0.45
H1 0.30 -1.07 3.96  0.24
H2 1.85 0.17 -0.41  0.24
H3 0.15 -0.24 -2.57  0.27
H4 0.18 1.47 -2.21  0.27

For the relative energy (zero: lowest compared OMol25 entry of this formula, charge and spin), the calculation gives 316.0 kJ/mol. The calculation puts the HOMO energy at -8.9 eV. The net charge is 0. The value obtained for the orbital gap is 9.4 eV.